{"formula": "C12H15N3", "method": "ωB97M-V with the def2-TZVPD basis set", "gap_ev": 8.55, "smiles": "c1cc[nH]c1.c1cc[nH]c1.c1cc[nH]c1", "max_force_ha_per_bohr": 0.02299, "symbols": ["C", "C", "C", "N", "C", "H", "H", "H", "H", "H", "C", "C", "C", "N", "C", "H", "H", "H", "H", "H", "C", "C", "C", "N", "C", "H", "H", "H", "H", "H"], "xyz": [[1.8215, 1.3383, -3.2401], [2.2589, 1.9144, -2.0233], [2.4513, 0.9032, -1.1256], [2.1028, -0.2688, -1.7361], [1.7192, -0.0101, -3.0218], [1.4787, 1.8378, -4.1302], [2.5005, 2.9257, -1.7350], [2.7262, 0.9248, -0.0845], [2.2309, -1.1924, -1.3631], [1.3595, -0.7748, -3.6890], [-2.0316, 2.4437, -0.3667], [-0.7224, 1.8820, -0.4343], [-0.9136, 0.5372, -0.6273], [-2.2431, 0.2602, -0.6068], [-2.9421, 1.4278, -0.3945], [-2.3113, 3.4825, -0.2791], [0.2019, 2.4108, -0.3069], [-0.1331, -0.2023, -0.6429], [-2.6406, -0.6617, -0.5814], [-4.0143, 1.4148, -0.4982], [-1.2919, -1.4525, 2.4181], [-1.1765, -2.8500, 2.6517], [0.1216, -3.1192, 2.9944], [0.8250, -1.9440, 2.8879], [-0.0391, -0.9262, 2.6024], [-2.1382, -0.8210, 2.2040], [-1.9576, -3.5841, 2.5369], [0.5455, -4.0648, 3.2833], [1.8268, -1.8853, 2.8510], [0.3850, 0.0538, 2.4570]], "forces_ev_per_a": [[-0.435, -0.028, 0.111], [0.654, 0.209, 0.568], [-0.117, -0.277, 0.088], [0.085, -0.317, -0.230], [-0.040, 0.103, -0.262], [0.198, 0.081, -0.038], [-0.264, 0.177, -0.464], [0.154, 0.022, -0.046], [-0.060, 0.073, 0.089], [0.104, -0.123, 0.096], [-0.160, 0.472, 0.544], [-1.058, 0.015, -0.145], [1.014, 0.150, 0.589], [-0.079, 0.074, 0.199], [-0.019, -0.479, -0.903], [0.169, 0.012, 0.052], [0.105, -0.077, -0.237], [-0.301, -0.306, -0.150], [0.069, 0.035, -0.094], [-0.019, 0.176, 0.248], [0.508, 0.479, 0.261], [-0.376, -0.005, 0.087], [-0.228, -0.012, -0.657], [-0.101, -0.549, 0.531], [0.570, 0.044, -0.617], [-0.216, -0.313, -0.094], [-0.044, 0.008, 0.276], [0.303, 0.083, -0.120], [-0.050, 0.116, 0.315], [-0.365, 0.156, 0.005]], "nbo_charge": [-0.30, -0.30, -0.08, -0.52, -0.07, 0.22, 0.22, 0.21, 0.41, 0.21, -0.30, -0.31, -0.06, -0.51, -0.09, 0.22, 0.23, 0.21, 0.41, 0.21, -0.32, -0.30, -0.09, -0.51, -0.07, 0.23, 0.22, 0.21, 0.41, 0.21]}

***

{"formula": "C11H72NO24", "method": "ωB97M-V with the def2-TZVPD basis set", "total_charge": 1, "gap_ev": 9.55, "max_force_ha_per_bohr": 0.21222, "symbols": ["C", "C", "C", "C", "N", "C", "C", "C", "C", "C", "C", "C", "H", "H", "H", "H", "H", "H", "H", "H", "H", "H", "H", "H", "H", "H", "H", "H", "H", "H", "H", "H", "H", "H", "H", "H", "O", "H", "H", "O", "H", "H", "O", "H", "H", "O", "H", "H", "O", "H", "H", "O", "H", "H", "O", "H", "H", "O", "H", "H", "O", "H", "H", "O", "H", "H", "O", "H", "H", "O", "H", "H", "O", "H", "H", "O", "H", "H", "O", "H", "H", "O", "H", "H", "O", "H", "H", "O", "H", "H", "O", "H", "H", "O", "H", "H", "O", "H", "H", "O", "H", "H", "O", "H", "H", "O", "H", "H"], "xyz": [[0.1927, -3.4611, -0.9701], [-1.1833, -2.8501, -0.8451], [-1.1253, -1.5861, 0.1859], [-0.5753, -0.2941, -0.4031], [-0.3663, 0.7919, 0.5219], [-1.6983, 1.1559, 1.3319], [-1.6613, 2.6209, 1.7109], [-0.6703, 3.2629, 0.7889], [-0.2253, 2.1799, -0.1541], [0.8177, 0.7049, 1.3869], [2.0837, 0.0449, 0.8449], [3.2807, -0.0121, 1.7579], [0.3317, -4.1291, -0.1701], [1.0867, -2.5931, -1.0661], [0.2097, -4.1811, -1.8821], [-1.7223, -3.7171, -0.5171], [-1.4583, -2.5281, -1.7601], [-0.5723, -1.7501, 1.0939], [-2.0943, -1.3991, 0.6409], [-1.2893, 0.0359, -1.1271], [0.3047, -0.5941, -0.9711], [-1.6033, 0.5829, 2.2929], [-2.4443, 1.0209, 0.6479], [-1.3203, 2.7349, 2.6699], [-2.6303, 3.0519, 1.5649], [0.2627, 3.4819, 1.2519], [-0.9453, 4.0479, -0.0171], [0.7077, 2.3319, -0.8251], [-1.0663, 2.1149, -0.8151], [0.4507, -0.1331, 2.0149], [1.1537, 1.6639, 1.7979], [2.2217, 0.6379, 0.0429], [1.7587, -0.9051, 0.5579], [4.1017, -0.7501, 1.3309], [2.9997, -0.4381, 2.7899], [3.6697, 0.9139, 1.8779], [-2.3263, -4.4521, -3.8891], [-3.3423, -4.3191, -4.1481], [-2.2503, -4.9981, -3.1271], [3.2537, 3.3479, -2.4821], [3.7267, 3.4599, -1.5101], [3.1717, 2.3779, -2.3521], [-4.1603, 3.0409, -1.4731], [-4.8223, 2.2569, -1.1271], [-3.6063, 2.6249, -2.0811], [6.2147, 1.3669, 0.1559], [6.4227, 1.2099, 0.9949], [5.6437, 2.1609, 0.0749], [4.5087, 3.3929, 0.5779], [3.9737, 3.7359, 1.2249], [5.4597, 3.7739, 0.7079], [4.1907, -3.6921, 1.8759], [3.5017, -3.7471, 2.4779], [4.9767, -3.8461, 2.1289], [-0.0723, 5.0989, -1.9081], [0.4327, 5.8299, -2.1511], [-0.8293, 5.5929, -1.9411], [-3.1563, -6.3661, -1.4501], [-3.5453, -7.1531, -1.5931], [-2.8363, -6.2001, -0.5151], [-5.5513, 0.7529, -0.4941], [-5.0933, 1.0149, 0.2899], [-6.4803, 0.8529, -0.4471], [0.0507, 1.6059, 4.9849], [0.2857, 2.5779, 4.9179], [-0.8503, 1.6109, 5.0959], [-5.1683, 1.5859, 2.0279], [-4.5723, 1.2909, 2.6459], [-5.9553, 1.7779, 2.4279], [2.6127, 3.5749, 2.4659], [2.1027, 3.8329, 3.1379], [2.1457, 4.1689, 1.8029], [0.6447, -4.4591, -4.7061], [-0.2163, -4.6941, -4.5041], [0.5217, -4.2151, -5.6311], [3.6587, 0.3179, 5.4779], [4.6107, -0.0911, 5.5289], [3.2007, -0.4941, 5.6989], [-2.9463, -1.9611, -4.2731], [-2.4663, -2.7971, -4.0121], [-2.2583, -1.3331, -4.4091], [4.0057, -3.2041, -2.6911], [3.2697, -2.7761, -2.8341], [4.0177, -3.6631, -1.8431], [2.1527, 0.9349, -2.9191], [2.1677, 1.6489, -3.6401], [2.9347, 0.3549, -2.9561], [-2.2863, -5.7911, 1.3349], [-1.6663, -5.5041, 1.9479], [-3.0203, -5.9761, 1.8839], [-0.9453, -0.0141, -4.5551], [-1.5223, 0.4739, -3.9851], [-1.1333, 0.2069, -5.5571], [-2.6833, 2.1389, 5.1949], [-3.2943, 1.5159, 4.8269], [-2.7223, 2.1089, 6.1419], [1.6907, 5.4719, 0.5329], [2.5477, 5.7959, 0.2479], [1.2727, 5.2259, -0.2731], [0.6337, -5.9731, 1.5399], [1.3727, -6.1471, 2.0539], [0.3567, -5.3261, 1.9849], [1.7707, -1.9001, -3.9901], [1.0477, -1.2201, -3.9011], [1.1817, -2.6981, -4.0151], [-4.9593, 4.5969, 0.6449], [-5.5543, 3.9779, 0.7689], [-4.4183, 4.2619, -0.0171]], "forces_ev_per_a": [[2.207, 1.403, -2.725], [2.563, 0.940, 3.754], [-1.005, -0.979, 0.113], [-0.443, -2.040, -1.500], [0.031, 4.288, 0.210], [3.741, -0.515, 2.512], [-0.208, -0.024, -2.218], [1.625, 0.535, -2.621], [-0.307, -1.283, -2.846], [0.391, -2.922, 2.589], [-1.320, -0.059, 1.250], [-0.231, -4.730, 0.661], [0.845, -0.479, 1.295], [-2.182, -2.684, 0.170], [0.294, 1.515, 1.193], [-1.347, 0.291, 0.436], [-1.528, 1.206, -2.907], [0.860, -0.982, 0.267], [-0.587, 0.044, -0.466], [-0.480, 0.500, -0.590], [0.387, 0.749, 0.153], [-0.822, -0.172, -1.292], [-2.144, -1.202, -1.408], [0.435, 0.341, 2.513], [-0.714, 0.227, 0.249], [0.194, 1.275, 0.983], [0.074, -0.707, 2.210], [-1.260, -0.486, 1.540], [-0.244, -0.056, -1.197], [0.440, 1.339, 1.433], [-0.997, -0.293, 0.498], [1.612, 1.464, -3.427], [0.052, -1.730, -0.794], [-1.749, 1.634, 0.701], [0.369, 0.706, -1.419], [1.433, 2.853, 0.538], [-2.796, 1.073, -2.214], [3.299, -0.958, 1.136], [-0.606, -1.003, 1.281], [2.016, -0.292, 4.547], [-1.485, 0.351, -3.436], [-0.361, 0.475, -0.590], [-3.229, -1.437, 2.823], [2.055, 2.198, -1.453], [1.310, -1.076, -1.674], [-1.371, 1.361, -6.090], [1.125, -0.742, 5.469], [0.448, -1.436, 0.498], [4.699, 0.122, -2.938], [-1.870, 1.191, 2.972], [-2.787, -0.622, -0.104], [-7.458, 2.219, -5.647], [-1.112, -0.307, 2.039], [8.571, -1.890, 3.592], [1.541, -2.611, 0.636], [2.836, 1.548, -1.002], [-4.336, 1.141, 0.240], [2.745, 5.309, 1.527], [-1.870, -4.254, -0.122], [-0.663, -0.902, -1.486], [1.588, -0.369, -2.154], [-0.445, 0.160, 1.421], [-1.306, 0.216, 0.568], [4.100, 1.729, -0.774], [-0.328, -1.844, 0.238], [-3.602, 0.090, 0.400], [1.324, 0.298, -3.788], [1.945, -0.973, 2.340], [-3.151, 0.758, 1.779], [1.390, -0.237, -5.142], [-2.614, 1.122, 5.184], [0.927, -0.645, -0.053], [2.235, 0.942, -0.971], [-2.966, -0.938, 1.119], [0.552, 0.075, -0.147], [3.138, -1.588, 0.137], [-2.309, 1.662, -0.255], [-0.829, -0.047, 0.122], [-0.455, -1.552, 0.623], [-0.493, 1.206, -0.272], [0.924, 0.746, -0.319], [6.779, -3.742, 1.263], [-6.411, 3.461, -0.990], [-0.370, 0.322, -0.281], [-0.179, 1.091, -0.843], [0.305, -1.996, 1.294], [-0.376, 0.341, -0.633], [-0.900, -0.311, -2.145], [2.137, 0.658, 1.384], [-1.561, -0.450, 0.653], [0.516, -0.157, -3.279], [-0.641, 0.786, 0.018], [0.329, -0.365, 3.249], [0.729, 0.669, -0.795], [-0.572, -0.517, 0.203], [-0.376, -0.176, 0.761], [0.718, 0.208, 1.152], [0.288, 0.194, 0.064], [-0.969, -0.514, -1.202], [1.738, -7.103, -6.014], [2.763, -1.475, 0.996], [-4.275, 8.647, 5.103], [-2.378, 0.289, 0.401], [1.327, -0.350, -0.168], [1.068, 0.101, -0.229], [3.095, 5.599, 1.185], [-4.755, -4.636, 1.140], [1.658, -0.805, -2.205]], "mulliken_charge": [-0.37, -0.32, -0.69, -0.61, 1.52, -1.14, -0.69, 0.66, -0.55, -0.75, -0.26, -1.13, 0.17, -0.09, 0.20, 0.26, 0.08, 0.54, 0.22, 0.48, -0.10, 0.22, 0.75, 0.28, 0.29, -0.65, 0.27, 0.08, 0.40, 0.74, 0.27, 0.26, 0.11, 0.27, 0.18, 0.34, -0.74, 0.33, 0.32, -0.69, 0.38, 0.35, -0.71, 0.43, 0.25, -0.62, 0.27, 0.41, -0.55, 0.27, 0.35, -0.50, 0.28, 0.22, -0.53, 0.26, 0.25, -0.60, 0.26, 0.37, -0.64, 0.39, 0.29, -0.58, 0.30, 0.33, -0.50, 0.17, 0.26, -0.67, 0.29, 0.22, -0.66, 0.30, 0.31, -0.62, 0.31, 0.30, -0.71, 0.46, 0.42, -0.59, 0.34, 0.31, -0.72, 0.31, 0.30, -0.53, 0.23, 0.26, -0.62, 0.28, 0.30, -0.64, 0.29, 0.31, -0.64, 0.34, 0.32, -0.50, 0.28, 0.17, -0.63, 0.27, 0.35, -0.59, 0.24, 0.34]}

***

Record order is preserved below.
Energy above the lowest of the compared OMol25 structures with the same formula, charge and spin: 0.4345 0.0000 eV
Record order is preserved below.
E_tot: -17156.3971 -63192.2756 eV